{
  "formula": "C21H53N4O9",
  "method": "wB97M-V/def2-TZVPD",
  "symbols": ["O", "C", "O", "O", "H", "C", "O", "C", "C", "N", "C", "C", "O", "C", "H", "H", "H", "H", "H", "H", "H", "H", "H", "H", "H", "H", "H", "H", "H", "C", "O", "C", "C", "N", "C", "C", "O", "C", "H", "H", "H", "H", "H", "H", "H", "H", "H", "H", "H", "H", "H", "H", "H", "C", "C", "C", "O", "C", "N", "H", "H", "H", "H", "H", "H", "H", "H", "H", "H", "H", "C", "C", "C", "O", "C", "N", "H", "H", "H", "H", "H", "H", "H", "H", "H", "H", "H"],
  "positions_angstrom": [[0.493251, -0.705737, -2.086134], [1.350895, -1.570158, -2.598099], [2.549019, -1.255812, -2.806646], [1.139760, -2.766476, -2.746896], [-0.164996, -1.300960, -1.720024], [-2.000699, 2.796562, 2.665794], [-2.151310, 3.936310, 3.502800], [-0.895942, 4.295498, 4.163355], [-1.285682, 5.419938, 5.205023], [-1.592232, 4.837550, 6.533738], [-1.705741, 5.773926, 7.655764], [-0.372226, 6.263396, 8.190648], [0.479403, 5.093168, 8.380145], [1.387214, 5.238316, 9.430666], [-1.157931, 2.830937, 1.975383], [-2.818573, 2.656873, 1.958913], [-1.884115, 1.970511, 3.367321], [-0.117129, 4.510453, 3.431690], [-0.565732, 3.406943, 4.701455], [-2.137438, 6.021204, 4.887073], [-0.545024, 6.219535, 5.192151], [-0.859473, 4.182153, 6.765312], [-2.128360, 5.309230, 8.546569], [-2.379287, 6.583451, 7.374489], [-0.592115, 6.848291, 9.083759], [0.081270, 7.059673, 7.600395], [1.948843, 4.308292, 9.518552], [0.846762, 5.382541, 10.366192], [2.097093, 6.035234, 9.209073], [0.850605, 4.978503, -6.613072], [1.001251, 3.808314, -5.938791], [-0.055120, 3.532344, -5.030508], [0.289363, 4.121933, -3.714336], [1.374687, 3.339409, -3.049291], [1.771672, 4.085718, -1.887637], [2.936283, 3.348463, -1.082587], [4.077610, 3.555870, -1.873825], [5.296330, 3.094330, -1.248698], [0.584327, 5.875938, -6.054676], [-0.027246, 4.937803, -7.257916], [1.647249, 5.115802, -7.344237], [-0.026095, 2.448679, -4.916800], [-1.018084, 3.771856, -5.481525], [-0.642895, 4.117428, -3.149559], [0.530371, 5.173998, -3.866555], [0.873061, 2.569283, -2.630520], [1.001076, 4.368632, -1.170526], [2.307132, 5.003739, -2.129727], [2.745456, 2.286175, -0.930221], [3.014168, 3.798530, -0.092903], [5.222835, 2.009630, -1.170400], [5.510565, 3.375242, -0.217537], [6.145077, 3.242952, -1.916255], [0.211360, -9.409025, -1.585332], [1.397984, -8.789183, -2.386472], [2.274573, -9.779235, -3.102489], [3.515668, -9.127018, -3.407088], [4.656867, -10.075460, -3.602227], [0.989955, -7.754346, -3.367102], [0.674436, -9.917083, -0.739436], [-0.285775, -10.196611, -2.151592], [-0.445247, -8.723266, -1.049857], [2.030101, -8.176218, -1.743967], [1.666656, -10.257247, -3.870639], [2.460957, -10.558316, -2.363297], [5.617598, -9.630129, -3.860652], [4.387166, -10.983053, -4.142266], [4.947800, -10.569940, -2.675429], [0.560423, -8.067673, -4.225832], [0.331827, -7.178197, -2.862076], [-3.847870, -4.320540, 0.377851], [-3.359583, -3.307269, -0.519608], [-4.432203, -2.303234, -0.857235], [-3.993767, -1.366350, -1.887283], [-4.969731, -0.305901, -2.248928], [-2.164298, -2.728805, 0.084159], [-4.764341, -4.833781, 0.086712], [-4.093134, -4.122769, 1.421320], [-3.057252, -5.061492, 0.496244], [-3.174495, -3.837656, -1.453702], [-4.886131, -1.781249, -0.014875], [-5.265660, -2.920616, -1.192333], [-5.453783, 0.127747, -1.373863], [-5.867674, -0.597203, -2.793860], [-4.537500, 0.479365, -2.869123], [-2.299611, -2.105293, 0.867109], [-1.254500, -3.164367, 0.032809]],
  "forces_ev_per_angstrom": [[-1.7, 1.3, 0.8], [6.4, -2.0, -1.0], [0.1, 3.4, 0.0], [-4.2, -2.6, 0.3], [-0.8, 0.1, 0.0], [0.3, 0.0, 0.4], [1.0, 0.7, -0.6], [-2.5, 0.2, 0.7], [0.3, -0.2, -0.2], [0.1, 0.2, -0.3], [0.5, -0.4, -0.4], [0.3, 0.2, -0.2], [-1.3, 1.3, -0.5], [0.2, -0.3, 0.0], [0.6, 0.3, 0.3], [-0.6, 0.2, 0.7], [0.0, -0.6, -0.5], [-0.1, 0.6, 0.0], [0.2, -0.1, 0.3], [-0.5, -0.7, -0.4], [0.9, -0.2, 0.4], [0.0, -0.1, 0.1], [-0.5, -0.6, -0.4], [0.2, 0.2, 0.0], [0.2, -0.6, 0.9], [0.6, -0.5, -0.7], [0.0, 0.0, -0.1], [0.2, 0.3, 0.2], [0.1, 0.3, 0.3], [-1.2, 0.8, -1.8], [0.4, -0.8, 0.3], [1.2, -1.2, -0.8], [-0.4, -0.1, 0.3], [-1.6, 1.4, 0.0], [2.8, -0.4, 1.8], [-1.4, 0.5, -1.2], [1.7, 0.3, 1.0], [-0.9, -1.5, -0.8], [0.8, 0.2, 0.7], [-0.6, -0.3, -0.5], [0.4, 0.2, 0.6], [-0.2, -0.2, 0.0], [-0.2, 0.5, 0.2], [-0.2, 0.1, 0.6], [0.5, 0.0, 0.2], [0.1, -0.9, -0.4], [-0.6, -0.2, 0.0], [-0.3, 0.2, -0.5], [-0.1, -0.3, -0.2], [0.2, 0.3, 0.2], [-0.1, -0.4, -0.1], [-0.3, 1.0, 0.0], [-0.2, 0.6, 0.1], [1.8, -0.6, 0.4], [-1.1, 1.7, -0.9], [0.6, -0.2, 1.8], [1.3, -1.8, -1.1], [-1.4, -0.2, 1.5], [-0.2, 0.0, 0.7], [0.2, -0.4, 0.1], [-0.4, 0.3, -0.1], [-0.2, 0.3, -0.8], [0.1, -0.5, 0.5], [0.5, 0.2, -0.9], [0.3, -0.5, 0.1], [-0.7, 0.6, -0.8], [-0.1, 0.5, -1.1], [-0.4, 0.3, 0.9], [-0.1, -0.4, 0.1], [-0.1, 0.5, -0.4], [-1.5, -3.2, 2.2], [1.2, 1.8, -0.1], [-0.5, 1.0, -1.2], [-1.7, 0.8, 0.1], [0.1, -1.1, 0.8], [0.2, 0.9, -0.8], [0.0, -0.3, -0.7], [0.2, 1.2, 0.1], [-0.1, -0.3, -0.2], [0.7, 0.4, -0.2], [0.5, 0.4, 0.5], [-0.3, 0.0, -0.6], [0.6, 0.3, 0.5], [0.2, -1.1, -0.4], [0.7, -0.3, 0.4], [0.0, -0.3, -0.2], [-0.4, -0.1, -0.2]],
  "homo_lumo_gap_ev": 4.8,
  "e_tot_ha": -1727.8764,
  "total_charge": -1,
  "lumo_ha": 0.074
}